C34H94N8O9 | wB97M-V/def2-TZVPD

Spin multiplicity: 2
Strongest force on any atom, eV/Å: 3.97
Net charge: +1
Energy above the lowest of the compared OMol25 structures with the same formula, charge and spin, kcal per mole: 75.4
Orbital gap (alpha / beta), eV: 7.76 / 2.35

Positions of all 145 atoms, in Å:
C  -0.7757  1.5283  0.6083
C  -1.0938  0.2841  -0.3400
O  -2.1769  -0.5361  0.0869
H  -0.9647  1.1290  1.6047
H  -1.4819  2.3383  0.4261
H  0.2735  1.7804  0.4539
H  -0.2072  -0.3445  -0.2563
H  -1.1937  0.5892  -1.3816
H  -2.1601  -1.3912  -0.3492
C  4.4288  0.6777  -7.0374
C  3.6377  -0.0874  -5.9002
C  2.1917  0.3539  -5.8612
O  1.4626  -0.3019  -4.8502
C  0.3861  0.3991  -4.3633
N  3.8156  -1.4988  -6.1187
H  4.3977  1.7667  -7.0034
H  4.0412  0.3046  -7.9854
H  5.4483  0.2961  -6.9806
H  3.9954  -0.0570  -4.8710
H  1.7508  0.2468  -6.8523
H  2.2808  1.4333  -5.7385
H  0.7229  1.1398  -3.6380
H  -0.4206  -0.2426  -4.0089
H  -0.1273  0.8949  -5.1872
H  3.2828  -1.8394  -5.3312
H  3.1465  -1.5473  -6.8737
C  -1.3413  2.8281  5.1268
C  0.1425  2.4078  5.1208
C  0.7096  1.4663  4.0287
O  1.9959  1.0216  4.3291
C  2.6063  0.1213  3.4047
N  0.9625  3.5888  5.0304
H  -1.5378  3.7972  4.6684
H  -1.5775  3.0096  6.1753
H  -2.0669  2.0715  4.8284
H  0.3713  1.8466  6.0268
H  0.6914  1.9654  3.0598
H  0.0184  0.6235  4.0243
H  3.1152  0.7189  2.6484
H  2.0629  -0.6231  2.8227
H  3.3692  -0.4930  3.8829
H  1.8425  3.1463  4.8067
H  0.6674  4.0064  4.1594
C  1.3915  -7.3990  0.3370
C  1.5723  -6.2740  1.4433
C  0.2482  -5.4553  1.6131
O  -0.0464  -4.6673  0.4102
C  0.8708  -3.5958  0.0309
N  1.8058  -7.1598  2.5987
H  0.8852  -6.9743  -0.5298
H  0.7267  -8.2194  0.6075
H  2.3514  -7.7444  -0.0470
H  2.3451  -5.5636  1.1499
H  0.4637  -4.8018  2.4584
H  -0.5984  -6.0152  2.0105
H  0.1888  -2.7838  0.2828
H  1.1716  -3.5768  -1.0166
H  1.7731  -3.4829  0.6319
H  2.7319  -7.4990  2.3811
H  1.8606  -6.6379  3.4617
C  -4.4394  3.5577  2.0166
C  -4.9821  3.9468  0.5937
C  -4.6694  5.3819  0.0976
O  -3.2892  5.6723  0.1003
C  -3.0288  6.9560  -0.4417
N  -4.3753  3.1040  -0.3638
H  -3.3590  3.4390  2.0997
H  -4.7008  2.5260  2.2521
H  -4.8094  4.2054  2.8114
H  -6.0665  3.8768  0.5087
H  -5.1572  6.0449  0.8122
H  -5.0947  5.5245  -0.8958
H  -2.8504  6.8972  -1.5154
H  -2.1632  7.2891  0.1310
H  -3.7715  7.7174  -0.2037
H  -3.4876  3.5392  -0.5703
H  -4.2508  2.1421  -0.0820
C  -2.4864  -2.5837  4.1476
C  -2.5935  -1.7147  2.9877
C  -3.5935  -0.5808  2.9988
O  -4.8588  -1.0474  3.3062
C  -5.8000  -0.1032  3.4901
N  -1.2557  -1.1213  2.7200
H  -2.2062  -2.0311  5.0444
H  -1.7819  -3.4076  4.0333
H  -3.3067  -3.2378  4.4433
H  -2.7606  -2.3449  2.1141
H  -3.7351  -0.1939  1.9896
H  -3.2966  0.1672  3.7339
H  -5.4485  0.7244  4.1063
H  -6.5268  -0.5861  4.1433
H  -6.2783  0.1151  2.5352
H  -1.2207  -0.5695  1.8748
H  -0.5968  -1.7823  2.3338
C  3.5050  7.0870  2.6923
C  2.5303  5.9403  2.5170
C  1.0172  6.4158  2.6692
O  0.3715  5.1760  2.5821
C  -0.8176  5.1326  1.7961
N  2.7565  5.5091  1.2370
H  3.3353  8.0684  2.2495
H  4.4732  6.7377  2.3338
H  3.5104  7.2414  3.7713
H  2.7066  5.0291  3.0886
H  0.6666  6.9757  1.8022
H  0.6141  6.8758  3.5715
H  -0.5087  5.0404  0.7548
H  -1.4905  5.9761  1.9500
H  -1.3422  4.2131  2.0558
H  2.7172  6.2266  0.5271
H  2.2108  4.6986  0.9814
C  3.7062  -4.5757  -3.6298
C  4.7513  -3.7105  -2.9404
C  4.3344  -2.1588  -2.7217
O  3.4419  -2.1531  -1.5374
C  3.1864  -0.8155  -0.9500
N  5.2447  -4.2952  -1.7334
H  4.2244  -5.4643  -3.9903
H  3.1800  -4.0245  -4.4091
H  2.9733  -4.8571  -2.8736
H  5.6779  -3.5786  -3.4990
H  3.8868  -1.7195  -3.6133
H  5.2665  -1.6507  -2.4742
H  2.3510  -0.8057  -0.2499
H  2.9432  -0.0485  -1.6853
H  4.0620  -0.4812  -0.3936
H  5.1416  -5.2998  -1.7225
H  4.6095  -4.0554  -0.9857
C  -3.7397  -2.3883  -3.2627
C  -2.7286  -3.2157  -2.4319
C  -1.3493  -3.3427  -3.0847
O  -1.3175  -3.8197  -4.4258
C  -0.0815  -3.9192  -5.0918
N  -2.6365  -2.9599  -0.9882
H  -3.2651  -1.4148  -3.3859
H  -4.6583  -2.1052  -2.7487
H  -3.9197  -2.7465  -4.2763
H  -3.2916  -4.1464  -2.3617
H  -0.7197  -3.9981  -2.4829
H  -0.8818  -2.3581  -3.0943
H  -0.3156  -4.1798  -6.1240
H  0.5437  -4.7358  -4.7307
H  0.4177  -2.9529  -5.1626
H  -3.4741  -3.1981  -0.4765
H  -2.0123  -3.6600  -0.6135

Forces on atoms 1 to 3 (eV/Å):
-1.397 -1.995 -0.946
0.588 0.007 0.695
0.001 2.771 0.594